Entry 1:
Formula: C17H24NO4P
Source: the Open Molecules 2025 dataset
Level of theory: ωB97M-V with the def2-TZVPD basis set

Positions of all 47 atoms, in Å:
C: 1.625221 -1.921685 5.014194
C: 1.407900 -2.417949 3.497550
C: 0.624812 -1.323450 2.571842
C: 1.484988 0.024355 2.552949
O: 0.918691 1.120753 1.792233
C: 0.493055 0.742595 0.473027
C: 1.419119 -0.175730 -0.464653
C: 0.618001 -1.162490 -1.448232
O: 0.158962 -2.241918 -0.960229
C: 0.404983 -0.858756 -3.014390
C: 1.059888 0.365979 -3.726825
C: 0.915321 0.679346 -5.246568
C: 0.049319 -0.269365 -6.106372
C: -0.638563 -1.487679 -5.420816
C: -0.492287 -1.800051 -3.904394
N: 0.557759 2.081551 -0.247111
C: -0.400483 2.185694 -1.337030
O: -0.400707 2.872093 -2.391165
C: -1.630369 1.225164 -0.937828
C: -1.133820 0.536901 0.426973
P: -1.664178 1.766168 1.822889
C: -3.387357 2.474563 1.480589
O: -1.856609 0.890073 3.322581
H: 1.365235 -2.709776 5.796908
H: 2.703726 -1.528702 5.165494
H: 0.937162 -1.015016 5.180988
H: 0.685845 -3.321019 3.559509
H: 2.364788 -2.794541 3.001727
H: -0.415884 -1.230651 3.029172
H: 0.523154 -1.810890 1.539270
H: 1.670054 0.422652 3.618067
H: 2.517706 -0.211679 2.109489
H: 2.017451 0.532719 -1.155892
H: 2.197082 -0.813663 0.071148
H: 1.700137 1.111716 -3.128538
H: 1.438613 1.599728 -5.682610
H: -0.075995 -0.055568 -7.215650
H: -1.259932 -2.164668 -6.110785
H: -1.034395 -2.703441 -3.458009
H: 1.493732 2.482602 -0.375409
H: -2.696851 1.611431 -1.026086
H: -1.660761 0.324480 -1.669433
H: -1.373245 -0.570091 0.617230
H: -3.475014 2.976054 0.450411
H: -4.175316 1.666835 1.668663
H: -3.542245 3.328088 2.247337
H: -2.038694 1.567238 4.017786

Forces on the atoms, in the same order (eV/Å):
0.25 0.92 -0.50
-1.22 -0.43 0.24
0.93 -0.93 0.77
0.38 -0.79 0.39
0.65 -2.27 -0.74
-1.02 2.74 -1.56
0.79 -0.45 -1.15
-1.33 -2.57 0.51
1.49 3.84 -1.86
-0.30 0.86 -3.11
-1.24 -1.48 -1.51
-1.92 -3.27 1.70
0.76 -0.27 4.07
1.72 1.84 1.58
1.67 2.82 -1.73
-1.63 -0.23 -2.30
-0.94 0.58 -0.55
0.73 -1.91 3.75
1.25 -2.32 -0.58
-0.14 -0.10 1.08
0.41 1.28 0.91
-0.93 -0.40 0.34
-0.59 0.83 -1.11
0.53 1.02 -1.18
-1.74 -0.78 -0.09
0.91 -1.39 -0.06
1.26 1.33 -0.28
-1.20 0.66 0.72
1.41 0.36 -0.67
0.13 0.94 1.31
-0.51 -0.55 -1.75
-1.30 0.17 0.68
-0.89 -1.16 1.38
-1.32 0.67 -0.52
-1.19 -1.41 -1.00
-0.95 -1.62 0.75
0.11 -0.48 1.71
1.02 1.08 1.44
1.02 1.57 -0.67
-0.67 -0.21 -0.02
1.72 0.01 0.53
0.31 1.69 0.68
0.03 1.69 -0.62
0.17 -0.98 1.52
0.67 1.29 -0.53
0.38 -1.49 -1.12
0.34 -0.72 -0.86

E_tot (eV): -36980.4143
Multiplicity: 1
SMILES: CCCCO[C@]1(CC(=O)c2ccccc2)NC(=O)C[C@@H]1P(C)O
HOMO level (eV): -7.6
Net charge: 0

***

Entry 2:
Formula: C3H2ClF
Source: the Open Molecules 2025 dataset
Level of theory: ωB97M-V with the def2-TZVPD basis set

Positions of all 7 atoms, in Å:
C: -0.737751 0.384038 0.244325
C: 0.529579 0.056229 -0.264454
C: 1.713235 -0.268859 -0.148638
H: -0.599108 0.281463 1.310856
H: 2.398775 -1.155626 -0.607512
F: -1.386850 1.491500 -0.334569
Cl: -1.917877 -0.788744 -0.200007

Forces on the atoms, in the same order (eV/Å):
-2.09 0.47 -0.93
3.53 0.00 0.14
-0.13 -3.16 -2.62
-0.71 1.31 0.57
-1.36 2.98 1.60
1.68 0.66 1.34
-0.92 -2.27 -0.09

ΔE to the lowest compared entry with this formula, charge and spin (kJ/mol): 138.4
E_tot (eV): -18379.6427
Multiplicity: 1
SMILES: C#C[C@@H](F)Cl
HOMO level (eV): -11.0
Net charge: 0

***

Question: Look up the multiplicity of the second one.
Answer: 1